1.
26
Properties=species:S:1:pos:R:3:forces:R:3:mulliken_charge:R:1 method="wB97M-V/def2-TZVPD" total_charge=0 de_lowest_kj_mol=471.6 orbital_gap_ev=10.474
C 0.714 0.325 -0.852 -1.71 2.37 -0.16 1.15
C -0.027 1.287 -0.906 0.89 -1.24 0.05 -0.70
C -0.890 2.456 -0.970 -0.18 -0.12 0.00 -0.21
C -0.527 3.601 -1.950 0.16 0.01 -0.33 -0.65
C -0.995 4.603 -0.877 -0.08 0.42 -0.05 -0.53
C -0.826 3.495 0.180 -0.07 -0.03 0.34 -0.65
C 0.683 -3.846 0.494 -0.19 0.23 0.00 0.17
C 0.317 -3.603 1.936 -0.38 0.08 0.10 -0.31
C -0.918 -3.322 2.341 0.12 0.05 0.11 -0.64
C 1.747 -2.928 0.062 0.54 0.38 -0.23 -0.55
C 2.609 -2.158 -0.276 -0.23 -0.56 0.22 0.06
H 1.350 -0.492 -0.780 0.47 -0.81 0.03 -0.42
H -1.933 2.145 -1.127 0.25 0.05 0.01 0.23
H -1.028 3.604 -2.926 0.12 0.00 0.25 0.31
H 0.560 3.648 -2.108 -0.31 -0.03 0.08 0.28
H -0.405 5.519 -0.753 -0.15 -0.22 -0.01 0.31
H -2.048 4.882 -1.014 0.24 -0.09 0.04 0.22
H -1.582 3.412 0.975 0.28 0.02 -0.26 0.30
H 0.174 3.514 0.629 -0.20 -0.02 -0.08 0.28
H 0.471 -5.763 0.655 0.19 0.11 -0.09 0.33
H -0.210 -3.665 -0.128 0.20 0.01 0.07 0.26
H 1.131 -3.704 2.643 0.05 0.00 0.04 0.31
H -1.736 -3.212 1.625 0.19 -0.03 0.20 0.24
H -1.147 -3.165 3.401 0.07 -0.09 -0.49 0.26
H 3.361 -1.462 -0.584 -0.12 -0.23 0.10 0.46
O 1.156 -5.172 0.309 -0.16 -0.26 0.05 -0.52

2.
66
Properties=species:S:1:pos:R:3:forces:R:3:mulliken_charge:R:1 method="wB97M-V/def2-TZVPD" total_charge=+1 de_lowest_kj_mol=0.0 orbital_gap_ev=5.117
C 0.650 2.539 -1.993 0.02 0.29 -0.13 -1.25
C -0.242 1.316 -2.176 -0.25 -0.20 -0.74 0.81
C -1.456 1.394 -1.256 -0.24 -0.08 -0.23 -1.61
N -0.692 1.261 -3.602 0.91 -0.76 0.26 -0.44
C -0.026 0.353 -4.235 -0.27 0.94 1.75 0.00
S -0.278 0.025 -5.914 -1.29 0.16 0.07 -0.07
C -2.030 0.723 -5.825 0.24 -0.17 -1.01 -0.27
C -2.717 0.461 -7.116 -0.34 -0.29 -1.16 0.05
N -3.214 0.229 -8.143 0.85 0.45 1.91 -0.39
C 0.973 -0.415 -3.354 -0.39 -0.32 -0.39 0.91
C 0.876 -1.939 -3.490 -0.10 0.07 -0.13 -1.74
C 2.401 0.050 -3.618 0.20 0.14 -0.19 -1.27
N 0.509 0.060 -2.046 0.03 -0.81 1.21 0.66
C 1.021 -0.473 -0.907 -0.05 0.88 -1.32 -0.55
C 1.062 0.111 0.330 -0.14 0.68 0.32 -1.14
C 2.197 -0.206 1.203 0.05 -0.68 0.38 0.76
C 2.892 0.785 1.935 -0.46 -0.48 -0.38 -0.02
C 3.969 0.419 2.739 -0.09 -0.25 0.07 -0.91
C 4.355 -0.925 2.842 -0.06 0.14 -0.10 -0.44
C 3.685 -1.907 2.104 -0.08 0.10 0.01 -0.87
C 2.606 -1.552 1.303 0.11 0.34 0.18 -0.30
H 0.023 3.430 -2.108 0.22 -0.08 0.04 0.41
H 1.113 2.550 -0.999 -0.10 -0.01 -0.20 0.14
H 1.435 2.563 -2.757 -0.25 0.12 0.27 0.36
H -2.124 2.170 -1.645 0.16 -0.15 0.09 0.47
H -2.002 0.445 -1.245 0.08 0.13 0.00 0.34
H -1.181 1.664 -0.233 -0.07 0.00 -0.16 0.38
H -2.558 0.221 -5.001 0.28 0.25 -0.35 0.29
H -1.940 1.801 -5.631 -0.19 -0.49 -0.09 0.33
H 0.982 -2.220 -4.546 0.02 0.03 0.31 0.49
H 1.687 -2.418 -2.925 -0.20 0.02 -0.18 0.45
H -0.092 -2.310 -3.128 0.21 0.10 -0.10 0.36
H 2.700 -0.264 -4.626 0.09 0.10 0.22 0.46
H 2.465 1.143 -3.549 0.17 -0.41 -0.11 0.29
H 3.079 -0.399 -2.879 -0.11 0.12 -0.24 0.30
H 1.566 -1.403 -1.090 0.13 0.50 0.11 0.29
H 0.426 0.958 0.582 0.77 0.30 -0.49 1.09
H 2.556 1.823 1.854 0.23 -0.30 0.08 0.43
H 4.499 1.186 3.305 -0.11 -0.23 -0.13 0.42
H 5.173 -1.208 3.505 -0.16 0.11 -0.25 0.42
H 3.986 -2.955 2.151 -0.02 0.31 0.12 0.40
H 2.032 -2.319 0.770 0.32 0.18 0.19 0.36
F 1.066 1.468 6.823 -0.68 -0.35 -1.40 -0.29
C 0.580 1.047 5.614 0.31 -0.27 1.05 0.41
C 1.172 -0.072 5.032 -0.20 0.24 0.17 -0.82
C 0.647 -0.525 3.842 0.13 0.11 -0.73 -0.28
C -0.379 0.171 3.152 0.63 0.79 -0.11 1.04
C -0.836 -0.400 1.906 -0.17 -1.81 1.55 -1.12
C -2.230 -0.608 1.647 -1.05 0.41 -1.59 0.71
C -2.553 -1.779 0.897 0.29 0.18 0.64 -0.18
C -3.830 -2.313 0.934 -0.25 0.09 -0.19 -0.85
C -4.864 -1.630 1.591 0.52 -0.09 0.14 -0.28
C -4.597 -0.398 2.202 0.17 0.30 -0.23 -1.04
C -3.319 0.155 2.157 0.07 -0.45 0.19 0.05
C -0.888 1.356 3.745 0.05 -0.08 0.31 0.01
C -0.500 1.716 5.035 0.19 0.22 -0.42 -1.03
H 2.023 -0.572 5.486 -0.22 0.13 0.09 0.48
H 1.070 -1.405 3.359 -0.11 0.17 0.30 0.62
H -0.219 -1.220 1.521 -0.39 0.39 0.49 0.40
H -1.742 -2.288 0.369 -0.29 0.00 0.24 0.35
H -4.024 -3.272 0.455 -0.02 0.29 0.02 0.41
H -5.866 -2.059 1.630 0.31 0.12 0.01 0.41
H -5.394 0.139 2.723 0.25 -0.12 -0.35 0.43
H -3.154 1.160 2.538 -0.13 -0.48 0.15 0.19
H -1.548 2.031 3.185 0.17 -0.49 0.43 0.53
H -0.983 2.532 5.573 0.34 -0.07 -0.27 0.45

3.
186
Properties=species:S:1:pos:R:3:forces:R:3:mulliken_charge:R:1 method="wB97M-V/def2-TZVPD" total_charge=0 orbital_gap_ev=8.862
C 20.375 17.504 15.381 1.17 -0.06 -0.08 -0.19
O 18.987 17.443 15.473 -0.42 0.46 0.22 -0.34
C 18.447 16.599 14.498 0.39 -1.36 -0.53 -0.08
C 16.957 16.631 14.382 -1.47 0.03 -0.18 0.13
N 16.354 17.832 13.742 0.04 -0.83 0.11 -0.40
C 16.374 17.673 12.272 1.31 0.88 0.93 0.46
C 15.918 18.920 11.576 0.18 -0.32 -1.24 -1.13
O 16.984 19.850 11.541 0.72 0.59 0.46 -0.14
C 16.608 21.123 11.061 -1.34 0.05 0.50 -0.90
H 20.844 18.231 16.046 -0.68 0.32 0.07 0.24
H 20.680 17.770 14.361 0.08 -0.11 0.01 -0.13
H 20.878 16.570 15.673 -0.30 -0.24 -0.30 0.31
H 18.732 15.545 14.661 0.01 0.05 0.53 0.45
H 18.900 16.743 13.502 -0.03 0.68 0.05 -0.29
H 16.401 16.461 15.308 0.58 0.14 0.39 0.35
H 16.674 15.755 13.793 0.18 0.08 -0.21 -0.44
H 16.997 18.575 14.003 -0.30 0.38 -0.31 0.32
H 15.796 16.827 11.905 -0.01 -0.18 0.43 0.19
H 17.444 17.557 12.052 -0.18 -0.44 -0.92 -0.22
H 14.987 19.282 12.029 0.20 0.38 0.06 0.60
H 15.734 18.672 10.519 -0.46 -0.10 0.09 0.31
H 15.686 21.361 11.607 -0.08 0.45 -0.31 0.35
H 16.388 21.164 9.989 0.04 -0.36 -0.08 0.30
H 17.305 21.932 11.273 0.52 -0.50 0.23 0.24
C 7.970 11.106 2.114 -0.48 0.26 1.27 -0.76
O 8.498 10.780 3.397 0.58 -0.47 -0.52 -0.34
C 9.817 11.260 3.553 0.57 0.73 0.19 -0.62
C 10.433 10.742 4.842 -1.36 0.31 -0.05 -0.21
N 9.581 11.293 5.903 1.41 0.07 -0.18 -0.34
C 9.997 10.793 7.196 -1.21 0.05 0.51 -0.81
C 11.401 11.245 7.567 0.01 -1.22 2.21 -0.37
O 11.569 11.025 8.997 -0.58 0.13 -0.09 -0.42
C 12.801 11.519 9.450 -0.12 0.39 0.09 -0.71
H 8.618 10.712 1.333 -0.22 0.01 -0.24 0.30
H 7.827 12.190 2.047 0.37 0.05 -0.30 0.31
H 6.960 10.698 2.135 0.15 -0.32 -0.48 0.25
H 9.749 12.353 3.651 0.12 0.07 0.13 0.29
H 10.503 11.127 2.707 -0.42 -0.67 -0.28 0.48
H 11.462 11.096 4.911 -0.05 0.12 0.13 0.02
H 10.434 9.646 4.941 0.16 -0.05 -0.51 0.33
H 8.624 11.097 5.646 -0.08 -0.17 0.40 0.28
H 9.922 9.698 7.297 0.35 -0.08 -0.28 0.29
H 9.252 11.132 7.924 0.40 0.36 0.17 0.44
H 11.595 12.309 7.430 0.12 -0.12 -0.87 0.32
H 12.123 10.496 7.225 0.28 0.81 -1.22 0.33
H 12.830 11.397 10.531 0.04 -0.12 0.00 0.27
H 12.886 12.592 9.234 0.09 0.03 -0.01 0.35
H 13.670 11.023 9.001 -0.09 -0.18 -0.08 0.30
C 18.427 18.656 8.603 0.01 0.50 -0.34 -0.60
O 18.530 17.506 7.812 0.61 -0.81 -0.06 -0.32
C 17.295 16.830 7.520 1.51 1.04 0.42 -0.30
C 17.546 15.968 6.300 -0.80 0.45 -0.73 -1.13
N 16.414 15.073 6.074 0.31 -0.07 -0.23 -0.08
C 16.600 14.279 4.869 -0.68 -1.22 0.07 -0.74
C 15.559 13.154 4.839 0.57 -0.01 0.35 -0.53
O 14.270 13.704 4.666 0.02 -0.08 -0.74 -0.35
C 13.580 13.181 3.525 -0.89 0.67 1.71 -0.74
H 18.119 18.488 9.641 -0.37 -0.12 -0.15 -0.09
H 17.780 19.370 8.074 -0.26 0.09 0.46 0.41
H 19.404 19.141 8.659 0.12 -0.25 -0.14 0.40
H 16.624 17.673 7.324 -0.77 -0.56 -0.11 0.65
H 17.009 16.246 8.398 -0.38 -0.07 -0.08 0.09
H 18.469 15.390 6.341 -0.02 0.00 0.46 0.43
H 17.642 16.628 5.424 0.34 0.15 0.14 0.40
H 15.592 15.640 5.885 -0.10 -0.05 0.33 0.19
H 17.569 13.773 4.849 0.19 0.33 0.22 0.48
H 16.483 14.843 3.934 0.19 0.17 0.02 0.35
H 15.576 12.588 5.779 0.04 0.28 0.17 0.16
H 15.855 12.406 4.094 -0.39 0.26 -0.42 0.49
H 14.139 13.337 2.607 0.04 -0.51 -0.12 0.34
H 12.638 13.734 3.495 0.16 0.26 -0.30 0.28
H 13.239 12.183 3.814 0.53 -0.47 -0.84 0.25
C 22.474 18.419 11.273 -0.29 0.42 0.35 -0.38
O 22.281 17.093 10.817 -0.03 0.63 0.32 0.21
C 20.909 16.767 10.672 -0.47 -2.10 -0.22 -0.45
C 20.817 15.685 9.555 -0.53 1.87 0.59 0.23
N 20.990 14.331 9.986 -0.58 -0.58 -0.36 0.29
C 19.798 13.725 10.558 -0.27 0.12 0.54 -0.16
C 18.819 13.276 9.488 0.95 -0.68 -0.65 0.08
O 17.669 12.677 10.074 -0.05 0.03 -0.21 -0.27
C 17.079 11.793 9.145 -1.05 0.19 -0.62 -0.84
H 21.824 18.686 12.116 -0.17 -0.28 -0.04 0.28
H 22.253 19.119 10.462 0.24 0.15 0.03 0.32
H 23.486 18.556 11.655 0.11 -0.18 -0.38 -0.21
H 20.186 17.565 10.481 0.75 0.63 -0.25 0.32
H 20.518 16.272 11.575 0.31 0.23 0.27 0.02
H 21.498 16.031 8.773 0.16 -0.52 -0.11 0.34
H 19.818 15.866 9.151 0.00 -0.60 -0.24 -0.82
H 21.770 14.166 10.598 0.12 0.26 -0.03 0.14
H 19.255 14.346 11.289 0.03 0.38 -0.13 -0.32
H 20.105 12.874 11.169 0.03 -0.21 -0.28 0.38
H 19.346 12.551 8.849 0.00 -0.38 0.34 0.16
H 18.593 14.029 8.723 -0.52 0.48 0.52 -0.31
H 16.057 11.470 9.372 0.23 0.11 1.10 0.02
H 17.679 10.890 9.018 0.18 0.13 -0.32 0.25
H 16.847 12.333 8.218 0.78 -0.17 -0.31 0.33
C 24.277 18.130 14.956 0.66 0.44 0.61 -0.73
O 23.202 19.007 15.139 -1.21 -0.21 0.55 -0.24
C 23.307 20.261 14.514 -0.43 0.00 -1.24 0.14
C 21.993 21.040 14.497 -0.42 -0.28 1.25 -0.66
N 21.724 21.541 15.845 0.63 -0.57 0.53 -0.37
C 20.513 22.291 16.141 0.13 -0.16 -0.92 -0.34
C 20.382 22.503 17.644 -0.05 0.41 -0.43 -0.67
O 19.818 21.380 18.293 0.24 -0.13 -0.22 -0.33
C 18.414 21.326 18.126 -0.08 0.44 0.31 -0.72
H 24.189 17.289 15.645 -0.40 0.02 -0.05 0.28
H 25.187 18.653 15.281 0.25 -0.18 -0.47 0.35
H 24.360 17.733 13.940 0.03 0.24 -0.11 0.15
H 23.461 20.078 13.442 0.78 0.16 -0.01 -0.33
H 24.082 20.870 14.984 0.21 0.00 -0.19 0.46
H 21.184 20.358 14.198 0.04 0.03 -0.45 0.15
H 22.077 21.857 13.780 0.00 0.05 0.00 0.50
H 21.707 20.696 16.413 0.07 0.21 0.26 0.27
H 19.628 21.773 15.742 -0.16 0.08 0.10 0.17
H 20.585 23.235 15.593 -0.09 0.14 0.23 0.37
H 19.802 23.410 17.854 -0.25 -0.07 -0.03 0.37
H 21.382 22.707 18.026 0.00 -0.37 0.24 0.36
H 18.054 20.335 18.391 0.14 -0.04 0.02 0.26
H 18.094 21.563 17.109 0.08 -0.15 -0.08 0.30
H 17.955 22.071 18.787 -0.13 -0.08 0.02 0.30
C 21.425 9.621 8.991 -0.79 -0.65 -0.09 -0.52
O 22.412 9.735 7.998 0.28 0.83 -0.23 -0.39
C 23.698 10.037 8.528 -0.05 0.34 0.86 -0.55
C 24.337 8.792 9.132 0.83 0.47 -1.15 -0.32
N 24.755 7.933 7.998 -1.12 -0.18 0.80 -0.41
C 24.892 6.523 8.417 0.12 0.54 -0.46 -0.86
C 23.639 5.634 8.506 1.19 0.44 0.29 -0.33
O 23.124 5.382 7.227 -0.17 0.00 -0.60 -0.30
C 23.056 4.022 6.864 -0.71 -0.30 0.28 -0.77
H 21.171 10.499 9.596 0.82 0.35 -0.06 0.18
H 21.658 8.777 9.645 -0.17 0.08 0.24 0.24
H 20.479 9.405 8.490 0.15 -0.27 -0.21 0.26
H 23.644 10.885 9.223 -0.35 -0.33 0.45 0.27
H 24.368 10.463 7.780 -0.31 -0.54 -0.62 0.35
H 23.673 8.260 9.816 0.01 0.20 0.24 0.26
H 25.258 9.119 9.621 -0.18 -0.18 0.44 0.30
H 23.980 8.006 7.341 0.21 -0.28 -0.25 0.29
H 25.364 6.525 9.402 0.17 -0.06 -0.06 0.42
H 25.587 6.113 7.682 -0.03 -0.55 0.23 0.33
H 22.887 6.095 9.155 -0.16 -0.03 -0.13 0.24
H 24.000 4.724 8.999 -0.32 -0.19 -0.07 0.43
H 22.478 3.477 7.617 0.19 -0.19 0.11 0.33
H 24.020 3.531 6.714 0.23 0.20 0.16 0.30
H 22.484 3.909 5.944 0.10 0.38 -0.13 0.24
O 22.968 13.380 12.430 -0.15 0.19 -0.07 -0.63
H 23.481 13.718 13.170 -0.05 -0.03 0.02 0.29
H 23.403 13.749 11.641 0.23 -0.52 0.28 0.16
O 24.392 14.252 10.217 -0.05 0.09 0.10 -0.69
H 24.269 15.144 10.562 -0.08 0.14 -0.28 0.39
H 25.302 14.236 9.903 -0.04 -0.10 -0.02 0.33
C 18.556 10.231 12.373 -0.28 -0.37 0.11 -0.72
C 19.765 9.545 13.054 -0.80 0.87 -1.26 -0.11
O 19.393 8.837 14.213 0.21 -0.27 0.09 -0.58
H 18.349 11.264 12.648 0.16 0.00 0.13 0.28
H 17.667 9.634 12.602 -0.01 0.05 0.15 0.49
H 18.613 10.167 11.285 0.30 0.27 -0.01 0.00
H 20.567 10.265 13.237 0.02 -0.03 0.15 0.23
H 20.104 8.869 12.268 0.36 -0.54 0.61 0.13
H 18.781 9.380 14.718 0.05 0.05 0.00 0.32
C 26.605 17.460 8.752 -0.70 0.84 1.27 -1.47
C 25.273 17.351 9.503 0.53 0.92 -0.65 1.13
O 24.240 17.285 8.545 -0.14 -0.36 0.32 -0.57
H 26.739 16.544 8.187 0.55 0.12 -0.08 0.36
H 27.321 17.688 9.548 0.51 -0.78 -0.25 0.38
H 26.659 18.368 8.152 -0.37 -0.26 -0.47 0.34
H 25.133 18.221 10.158 0.07 0.04 -0.09 -0.43
H 25.367 16.492 10.172 -0.29 -0.17 -0.07 -0.14
H 23.395 17.223 9.013 0.04 -0.07 0.04 0.32
C 14.649 13.897 13.909 -1.05 0.64 -0.14 -1.24
C 14.989 13.335 12.560 0.94 0.07 -0.68 0.04
O 16.361 13.682 12.369 0.45 0.13 0.37 -0.08
H 13.613 13.692 14.190 0.15 -0.47 0.16 0.41
H 14.642 14.986 13.829 0.38 0.01 0.13 0.21
H 15.364 13.587 14.667 -0.10 -0.10 0.05 0.29
H 14.418 13.817 11.758 -0.33 -0.09 0.13 0.20
H 14.836 12.254 12.480 0.02 -0.04 0.15 0.36
H 16.826 13.257 11.631 -0.56 -0.13 -0.18 0.33
C 24.973 22.887 11.790 -1.08 -0.42 0.55 -1.10
C 25.251 21.743 10.862 0.87 -0.98 -0.81 -0.05
O 24.307 21.649 9.791 -0.17 0.09 0.44 -0.49
H 24.926 23.831 11.250 0.25 0.13 0.22 0.41
H 25.571 22.923 12.701 0.59 0.16 -0.41 0.34
H 23.980 22.679 12.208 -0.17 0.30 -0.23 0.25
H 25.242 20.775 11.371 -0.45 0.09 0.20 0.11
H 26.247 21.724 10.402 0.13 0.60 0.19 0.29
H 24.190 22.535 9.434 -0.01 -0.05 -0.08 0.27